A molecular structure, C16H31F3HgP2 in a non-equilibrium geometry. Source: OMol25; level of theory: ωB97M-V with the def2-TZVPD basis set.

Calculated values
E_LUMO (alpha / beta): -0.199 / -1.673 eV
Frontier orbital gap (alpha / beta): 7.463 / 3.858 eV
Max |F|: 3.90 eV/A
Relative energy (zero: lowest compared OMol25 entry of this formula, charge and spin): 214.2 kJ/mol
Electronic energy: -47990.6704 eV

```
53
Properties=species:S:1:pos:R:3:nbo_charge:R:1
Hg -0.14237 4.08204 -1.80951 1.31
P -2.64143 2.08716 2.00996 0.77
P -2.24621 0.97227 -2.84042 0.67
F 3.12859 -1.30494 -1.81272 -0.32
F 2.25496 -0.36455 -3.58356 -0.33
F 1.13025 -1.91370 -2.49410 -0.34
C -0.27810 4.61729 -3.95556 -0.35
C -4.13765 2.85753 2.74382 -0.94
C -0.78737 6.12310 -1.26706 -0.48
C 0.12183 6.04462 -3.79979 -0.46
C -1.42109 3.45160 2.36680 -0.93
C -0.67375 0.79092 -4.01086 -0.90
C -2.59574 -0.78008 -2.97122 -0.97
C 0.63714 2.38768 -0.81895 -1.20
C 1.98017 -0.82750 -2.33504 0.99
C -1.55439 4.13423 -3.62762 -0.37
C -2.65633 1.02492 -0.74782 -0.57
C -2.67393 5.10723 -3.34689 -0.45
C -1.95836 5.38649 -0.99124 -0.34
C -3.11435 5.35929 -1.91742 -0.45
C -2.80822 2.29145 0.14331 -0.77
C -0.46429 6.81697 -2.55159 -0.45
H -2.08662 3.07797 -0.19148 0.24
H -3.84570 2.61984 -0.00052 0.22
H -3.54394 -0.91410 -2.43491 0.23
H -1.10879 0.99380 -5.01220 0.23
H -1.82265 -1.37849 -2.48593 0.22
H 0.27083 7.58814 -2.33602 0.23
H 0.86545 1.46768 -1.39335 0.19
H -2.25823 5.22411 0.03525 0.22
H -1.14674 3.41366 3.42627 0.23
H -2.66833 -1.01786 -4.04838 0.24
H -2.04483 0.24049 -0.27029 0.21
H -1.85471 4.41313 2.08133 0.21
H -5.03215 2.40646 2.30593 0.23
H 1.22032 6.05520 -3.75816 0.22
H -1.88601 3.20340 -4.09768 0.25
H -3.56712 4.88044 -3.93326 0.23
H 0.08654 1.58445 -3.83791 0.22
H -0.47726 3.30399 1.84018 0.24
H 1.61581 2.80754 -0.56126 0.21
H -4.17114 3.94842 2.61481 0.21
H -0.19543 -0.19009 -3.99109 0.22
H -3.80986 4.57511 -1.61765 0.22
H -3.78530 6.24322 -1.92644 0.21
H -2.36999 6.06205 -3.75851 0.20
H -3.71781 0.65657 -0.95508 0.21
H -0.11236 6.67907 -4.64720 0.21
H 0.37757 3.99391 -4.50495 0.23
H -1.28990 7.45098 -2.88625 0.20
H 0.04406 2.12354 0.07081 0.20
H -0.20826 6.50684 -0.42182 0.24
H -4.12916 2.59563 3.81246 0.24
```